# 1
Computed, not measured: a 2-piece molecular cluster, C13H14F4INO4 overall at a distorted geometry, with ωB97M-V/def2-TZVPD.

Computed properties:
SMILES string ... NC1=C(CCCF)C(=O)C(I)=CC1=O.CCOC(=O)C(F)(F)F
Calculated total energy ... -42357.6723 eV

Geometry as ORCA input:
```
! wB97M-V def2-TZVPD RIJCOSX def2/J DEFGRID3
* xyz 0 1
N 1.14 -2.12 -2.49
C 0.92 -0.72 -2.31
C -0.18 -0.32 -1.71
C -1.26 -1.23 -1.23
C -2.45 -1.15 -2.23
C -3.28 0.14 -2.12
F -3.42 0.58 -0.83
C -0.31 1.16 -1.51
O -0.91 1.63 -0.61
C 0.39 2.10 -2.47
I -0.44 4.01 -2.79
C 1.46 1.67 -3.07
C 1.95 0.28 -2.80
O 3.06 -0.06 -2.99
H 1.26 -2.32 -3.48
H 2.01 -2.33 -2.00
H -1.58 -1.03 -0.21
H -0.94 -2.27 -1.25
H -3.14 -1.99 -2.10
H -2.03 -1.17 -3.24
H -2.83 0.92 -2.75
H -4.28 -0.02 -2.53
H 1.97 2.34 -3.76
C 0.69 1.65 2.19
C 1.84 0.88 2.82
O 1.44 0.31 4.08
C 0.77 -0.84 4.01
O 0.48 -1.42 3.01
C 0.47 -1.35 5.43
F 0.01 -0.37 6.22
F 1.58 -1.85 6.00
F -0.45 -2.32 5.41
H 0.31 2.40 2.88
H 1.02 2.15 1.28
H -0.14 0.99 1.94
H 2.66 1.56 3.04
H 2.22 0.11 2.15
*
```



# 2
Computed, not measured: C13H14FeIN3 as an isolated structure at a distorted geometry, with ωB97M-V/def2-TZVPD.

Computed properties:
Calculated total energy ... -60662.4401 eV

Geometry as ORCA input:
```
! wB97M-V def2-TZVPD RIJCOSX def2/J DEFGRID3
* xyz 0 5
C -2.93 -0.14 1.67
C -3.09 0.12 -0.72
H -2.95 -1.18 2.04
H -4.01 0.16 1.39
H -2.41 0.78 2.06
H -2.32 -0.49 -1.31
H -4.12 -0.33 -0.62
H -3.03 1.26 -0.65
C 1.06 -1.48 2.17
C 2.33 -2.00 2.50
C 3.22 -2.28 1.46
C 2.81 -2.00 0.16
H 0.35 -1.27 2.97
H 2.59 -2.17 3.54
H 4.21 -2.70 1.66
H 3.47 -2.20 -0.69
N 0.66 -1.24 0.93
C 1.54 -1.44 -0.08
C 1.12 -1.01 -1.43
N -0.13 -0.48 -1.56
C -0.49 0.05 -2.72
C 1.60 -0.55 -3.77
C 0.34 0.05 -3.86
H -1.48 0.50 -2.76
H -0.03 0.50 -4.77
C 1.99 -1.08 -2.54
H 2.96 -1.54 -2.42
H 2.26 -0.59 -4.63
Fe -1.71 -0.49 0.33
I -2.07 -2.89 0.24
N 0.21 2.12 0.88
C -0.50 1.19 0.72
*
```



# 3
Computed, not measured: C13H14IN3SV as an isolated structure at a distorted geometry, with ωB97M-V/def2-TZVPD.

Computed properties:
ΔE to the lowest compared entry with this formula, charge and spin ... 0.0 kcal/mol
Calculated total energy ... -62785.4277 eV

Geometry as ORCA input:
```
! wB97M-V def2-TZVPD RIJCOSX def2/J DEFGRID3
* xyz 2 2
C 1.50 -3.75 2.20
C 0.18 -4.34 1.68
H 2.32 -3.97 1.51
H 1.76 -4.24 3.14
H 1.43 -2.68 2.37
H -0.16 -3.89 0.74
H 0.30 -5.42 1.51
H -0.61 -4.24 2.45
C 2.35 1.64 -0.63
C 2.87 2.69 -1.38
C 2.22 3.09 -2.55
C 0.97 2.56 -2.82
H 2.85 1.22 0.23
H 3.80 3.17 -1.08
H 2.66 3.78 -3.26
H 0.37 2.89 -3.67
N 1.16 1.07 -0.94
C 0.45 1.54 -2.01
C -0.89 1.01 -2.18
N -1.29 0.09 -1.23
C -2.62 -0.28 -1.28
C -2.97 0.85 -3.39
C -3.40 -0.08 -2.41
H -3.04 -0.70 -0.37
H -4.34 -0.60 -2.48
C -1.77 1.49 -3.15
H -1.48 2.40 -3.68
H -3.58 1.10 -4.25
V 0.25 -0.44 -0.05
I 1.66 -2.27 -0.94
S 0.10 0.07 2.16
C -1.40 -0.54 1.70
N -2.50 -0.99 1.61
*
```



# 4
Computed, not measured: C13H14N2Pb as an isolated structure at a distorted geometry, with ωB97M-V/def2-TZVPD.

Computed properties:
Calculated total energy ... -21932.0644 eV

Geometry as ORCA input:
```
! wB97M-V def2-TZVPD RIJCOSX def2/J DEFGRID3
* xyz 0 1
Pb 0.01 0.84 -1.71
C -0.15 0.65 -4.43
H 0.87 0.89 -4.11
H -0.28 -0.42 -4.66
H -0.39 1.28 -5.30
H -0.99 0.95 -3.68
H -1.66 1.24 -2.32
C -0.47 3.02 4.07
C -0.73 3.50 2.78
C -0.57 2.66 1.67
C -0.13 1.33 1.88
C 0.13 0.85 3.17
C -0.04 1.70 4.27
N 0.04 0.49 0.77
N 0.41 -0.72 1.08
C 0.46 -1.65 0.06
C 0.78 -2.99 0.43
C 0.83 -3.98 -0.55
C 0.56 -3.65 -1.89
C 0.24 -2.33 -2.26
C 0.21 -1.33 -1.30
H -0.60 3.68 4.93
H -1.07 4.52 2.63
H -0.76 2.98 0.64
H 0.46 -0.18 3.29
H 0.17 1.32 5.27
H 0.97 -3.18 1.48
H 1.08 -5.00 -0.27
H 0.59 -4.43 -2.66
H 0.03 -2.09 -3.30
*
```



Please write out number 2 again, unchanged.
Computed, not measured: C13H14FeIN3 as an isolated structure at a distorted geometry, with ωB97M-V/def2-TZVPD.

Computed properties:
Calculated total energy ... -60662.4401 eV

Geometry as ORCA input:
```
! wB97M-V def2-TZVPD RIJCOSX def2/J DEFGRID3
* xyz 0 5
C -2.93 -0.14 1.67
C -3.09 0.12 -0.72
H -2.95 -1.18 2.04
H -4.01 0.16 1.39
H -2.41 0.78 2.06
H -2.32 -0.49 -1.31
H -4.12 -0.33 -0.62
H -3.03 1.26 -0.65
C 1.06 -1.48 2.17
C 2.33 -2.00 2.50
C 3.22 -2.28 1.46
C 2.81 -2.00 0.16
H 0.35 -1.27 2.97
H 2.59 -2.17 3.54
H 4.21 -2.70 1.66
H 3.47 -2.20 -0.69
N 0.66 -1.24 0.93
C 1.54 -1.44 -0.08
C 1.12 -1.01 -1.43
N -0.13 -0.48 -1.56
C -0.49 0.05 -2.72
C 1.60 -0.55 -3.77
C 0.34 0.05 -3.86
H -1.48 0.50 -2.76
H -0.03 0.50 -4.77
C 1.99 -1.08 -2.54
H 2.96 -1.54 -2.42
H 2.26 -0.59 -4.63
Fe -1.71 -0.49 0.33
I -2.07 -2.89 0.24
N 0.21 2.12 0.88
C -0.50 1.19 0.72
*
```